Density functional theory data (ωB97M-V/def2-TZVPD) for C6H12NO as an isolated structure in a non-equilibrium geometry.

- Kohn-Sham gap (spin up / spin down) (eV) = 7.18 / 8.71
- charge = +1
- LUMO (spin up / spin down) (eV) = -2.86 / -6.78
- energy relative to the best compared isomer or geometry (same formula, charge and spin) (kJ/mol) = 171.3
- spin multiplicity = 3
- <S²> = 2.007

Geometry as XYZ:
```
20
Properties=species:S:1:pos:R:3:forces:R:3:lowdin_charge:R:1
C -1.6835 1.2635 -0.0094 3.71 8.00 -0.47 -0.036
C -2.0334 -0.0208 0.0363 0.18 -10.30 0.94 0.018
C -0.1698 1.4867 0.0440 -1.77 -0.47 -1.07 -0.072
C -0.7827 -0.8648 0.4105 -2.66 -0.19 2.92 -0.268
C 1.5481 -0.1763 0.9179 -0.63 0.35 1.07 -0.002
C 0.8412 -0.1826 -1.4646 2.81 -1.85 -0.28 0.022
N 0.4369 0.1154 -0.0069 -1.38 -2.09 -2.65 -0.259
O -0.8468 -2.1877 -0.0527 0.95 1.92 -0.32 0.026
H -2.2473 2.1272 -0.1797 -1.02 0.82 -0.19 0.107
H -2.9931 -0.5222 0.1334 0.21 0.39 -0.13 0.137
H 0.1598 2.1825 -0.7707 0.21 -0.79 0.86 0.165
H -0.0226 1.8662 1.0104 0.95 0.94 1.36 0.118
H -0.6737 -1.0368 1.7494 -0.05 1.14 -3.50 0.245
H 1.7305 -1.2854 1.0153 0.10 1.40 -0.41 0.136
H 2.3684 0.4659 0.6467 0.71 -0.38 -0.24 0.109
H 1.1791 0.2258 1.8742 0.33 -0.51 -0.03 0.108
H 0.9652 -1.2851 -1.7800 -0.75 1.46 1.29 0.138
H 0.4158 0.2954 -2.3252 -1.53 0.61 0.42 0.100
H 1.8802 0.1741 -1.5497 -0.20 0.00 0.34 0.102
H -0.0722 -2.6411 0.3007 -0.15 -0.46 0.10 0.105
```
Forces are in eV/Å.

Density functional theory data (ωB97M-V/def2-TZVPD) for a 2-piece molecular cluster, C6H13N overall.

- Kohn-Sham gap (eV) = 10.54
- LUMO (eV) = 1.11
- energy relative to the best compared isomer or geometry (same formula, charge and spin) (kJ/mol) = 152.1
- SMILES string = C=CCC.C=NC

Geometry as XYZ:
```
20
Properties=species:S:1:pos:R:3:forces:R:3:lowdin_charge:R:1
C 1.0272 -0.4610 -2.5224 -0.16 0.05 -0.02 -0.151
C -1.0238 0.5918 -2.7361 -0.37 -0.08 0.08 -0.087
N -0.3495 -0.2597 -2.1064 0.33 -0.07 0.04 -0.088
H 1.6890 -0.2077 -1.6945 0.01 -0.04 0.04 0.064
H 1.2984 0.1469 -3.3929 0.06 -0.01 -0.04 0.067
H 1.1706 -1.5155 -2.7546 0.06 -0.01 0.00 0.073
H -2.0564 0.7437 -2.4278 0.01 0.13 -0.10 0.063
H -0.6458 1.1697 -3.5872 0.07 0.02 0.03 0.070
C -0.1365 -1.7262 1.8588 0.17 0.08 -0.31 -0.114
C 0.1497 -0.4033 2.5647 0.16 0.05 0.09 -0.276
C 0.4201 0.6835 1.5699 0.23 0.30 0.26 -0.217
C -0.2724 1.8091 1.4785 -0.42 -0.44 -0.28 -0.008
H 0.6900 -1.9545 1.1807 -0.01 -0.09 0.03 0.067
H -0.2445 -2.5651 2.5435 -0.07 0.04 0.10 0.065
H -1.0247 -1.6453 1.2334 -0.09 -0.04 0.06 0.073
H 1.0237 -0.5239 3.2121 0.00 -0.02 0.03 0.105
H -0.6827 -0.1014 3.2030 -0.03 -0.06 0.01 0.102
H 1.2797 0.5464 0.9186 -0.14 -0.20 -0.18 0.091
H -0.1462 2.4798 0.6407 0.24 0.28 0.19 0.046
H -1.1059 1.9835 2.1495 -0.04 0.11 -0.04 0.054
```
Forces are in eV/Å.

Density functional theory data (ωB97M-V/def2-TZVPD) for a 5-piece molecular cluster, H10O5 overall in a non-equilibrium geometry.

- Kohn-Sham gap (eV) = 11.00
- LUMO (eV) = 0.05
- energy relative to the best compared isomer or geometry (same formula, charge and spin) (kJ/mol) = 88.6
- SMILES string = O.O.O.O.O

Geometry as XYZ:
```
15
Properties=species:S:1:pos:R:3:forces:R:3:lowdin_charge:R:1
O 6.9333 -4.5331 -23.2502 -0.27 -0.23 0.14 -0.048
H 7.1942 -4.7651 -22.3589 0.05 -0.15 0.21 0.026
H 7.4750 -3.7749 -23.4692 0.16 0.28 -0.27 -0.023
O 8.6298 -1.9080 -23.5703 0.57 -0.33 -0.35 -0.052
H 8.1663 -1.6902 -22.7616 -0.88 0.26 0.56 0.010
H 9.5404 -2.0272 -23.3003 0.41 -0.05 -0.09 0.083
O 7.4388 -2.9110 -25.8801 -0.05 -0.26 -0.52 -0.051
H 6.7962 -2.2016 -25.8710 -0.19 0.14 0.01 0.037
H 8.0654 -2.6760 -25.1957 0.12 0.14 0.22 -0.026
O 8.9231 0.5726 -24.9381 0.09 0.44 -0.07 -0.059
H 8.6927 -0.3237 -24.6938 -0.09 -0.41 0.28 -0.028
H 9.0445 0.5391 -25.8870 0.04 0.09 -0.24 0.031
O 6.8512 -1.1481 -21.6162 0.22 0.01 -0.13 -0.021
H 7.3512 -0.6181 -20.9956 0.08 0.35 0.22 0.060
H 6.2996 -1.7048 -21.0665 -0.25 -0.28 0.04 0.061
```
Forces are in eV/Å.

Density functional theory data (ωB97M-V/def2-TZVPD) for a 4-piece molecular cluster, C17H42BrClNO15P4 overall in a non-equilibrium geometry.

- Kohn-Sham gap (eV) = 7.32
- charge = +1
- LUMO (eV) = -4.61

Geometry as XYZ:
```
81
Properties=species:S:1:pos:R:3:forces:R:3:lowdin_charge:R:1
C -3.0996 0.5361 2.5097 -0.30 0.09 -0.60 -0.079
C -2.4762 0.8636 1.1482 -0.03 0.33 0.39 -0.267
C -0.9373 1.0360 1.2122 -0.94 -0.47 0.09 -0.585
Cl -0.5371 2.3944 0.1158 0.58 -0.74 0.07 0.779
C -0.2282 -0.2765 0.8261 -0.72 0.51 -0.09 -0.247
C 0.1094 -1.2780 1.9078 0.10 0.88 -1.45 0.094
N 0.8937 -2.1311 1.3783 -0.56 -1.34 0.62 0.093
C 1.2748 -1.8754 -0.0055 1.84 1.95 0.33 -0.663
Br 0.5016 -2.9626 -1.3709 -0.11 -0.13 0.42 0.868
C 0.9555 -0.3420 -0.1629 -0.66 -0.96 -0.30 -0.312
C 2.1704 0.5737 -0.0041 0.22 0.04 0.52 -0.184
P 2.9039 0.5592 1.6479 1.54 -0.27 0.14 0.447
O 3.1250 -0.7936 2.1596 -0.77 -0.50 -0.05 -0.254
O 4.3272 1.2979 1.5215 -0.82 0.35 -0.41 -0.094
O 2.0693 1.4846 2.6392 0.20 0.05 -0.43 -0.095
H -2.6885 -0.3500 2.9959 0.11 0.08 0.09 0.067
H -3.0390 1.4189 3.1442 0.18 -0.19 0.28 0.086
H -4.1608 0.3485 2.3461 -0.02 -0.07 0.13 0.085
H -2.7839 0.1424 0.3884 0.22 -0.06 -0.05 0.113
H -2.8864 1.8210 0.8306 -0.11 -0.04 -0.01 0.094
H -0.7159 1.3069 2.2436 0.45 0.38 -0.19 0.107
H -1.0050 -0.8466 0.2873 -0.02 0.02 -0.02 0.150
H -0.2704 -1.3087 2.9200 0.16 -0.21 0.08 0.175
H 1.2552 -2.9407 1.8752 0.04 0.03 0.03 0.195
H 2.3635 -1.9145 0.0010 -0.04 -0.84 -0.37 0.107
H 0.6068 -0.2505 -1.1893 -0.23 0.39 0.11 0.128
H 2.9530 0.2193 -0.6842 0.00 -0.16 0.08 0.120
H 1.9873 1.6059 -0.2980 -0.40 -0.06 0.00 0.074
H 4.4988 1.5337 0.6017 0.41 0.23 0.07 0.089
H 2.6372 2.2188 2.9142 -0.28 0.22 0.22 0.103
C 4.4112 -2.1879 4.4863 0.22 -0.08 0.20 -0.117
O 3.8790 -3.4280 5.0005 0.96 0.09 -2.73 -0.237
P 4.7143 -4.8241 4.6861 -0.18 -3.09 5.15 0.491
O 3.7134 -5.8493 5.0226 -0.26 0.33 -0.75 -0.249
O 5.8169 -4.5596 5.8455 0.29 -0.11 -0.42 -0.266
C 5.3849 -4.5259 7.2057 -0.07 0.37 0.20 -0.093
O 5.7859 -5.6460 3.7680 -0.82 2.64 -1.49 -0.211
C 6.9562 -4.9583 3.2718 0.24 -0.15 0.04 -0.095
H 3.8237 -1.3732 4.9010 -0.07 -0.08 0.02 0.085
H 5.4572 -2.0550 4.7782 -0.04 -0.05 0.08 0.091
H 4.3240 -2.1698 3.4061 0.02 0.14 -0.01 0.045
H 4.4561 -5.0769 7.3466 0.00 -0.03 -0.11 0.086
H 5.2486 -3.4918 7.5267 -0.05 -0.01 0.00 0.085
H 6.1671 -4.9782 7.8109 0.04 -0.03 -0.08 0.091
H 7.6627 -4.7921 4.0841 -0.09 0.04 0.04 0.087
H 6.6923 -4.0087 2.8061 0.05 0.01 -0.02 0.078
H 7.4216 -5.5961 2.5250 -0.12 -0.07 0.00 0.089
C -2.3713 6.9154 -3.4499 0.02 0.19 0.00 -0.105
O -3.6680 6.6764 -2.8670 2.11 -2.16 0.29 -0.223
P -3.7309 6.0223 -1.3500 -4.39 3.14 2.57 0.502
O -5.1396 5.6148 -1.2499 0.37 -0.59 -0.40 -0.242
O -3.3864 7.4229 -0.6071 0.38 -0.35 0.29 -0.270
C -4.3124 8.5043 -0.7289 0.06 0.32 -0.29 -0.091
O -3.0246 5.1513 -0.1504 1.63 -0.44 -2.53 -0.224
C -1.6132 5.2999 0.0991 -0.10 0.36 0.30 -0.158
H -2.5177 7.4748 -4.3696 -0.10 -0.02 0.02 0.090
H -1.7427 7.5028 -2.7750 -0.04 0.01 0.00 0.085
H -1.8780 5.9718 -3.6855 0.01 0.02 -0.07 0.082
H -5.3166 8.1499 -0.9562 0.04 -0.11 0.00 0.088
H -3.9818 9.1900 -1.5101 -0.04 -0.01 -0.03 0.086
H -4.3239 9.0362 0.2198 0.05 -0.08 0.04 0.090
H -1.4128 6.2572 0.5815 -0.08 0.08 -0.16 0.091
H -1.0406 5.2182 -0.8267 0.10 -0.01 0.06 0.076
H -1.3166 4.5002 0.7672 -0.17 0.26 0.00 0.001
C -2.6379 -3.0563 -3.4593 -0.11 0.08 -0.02 -0.137
O -2.1056 -2.1021 -4.3913 0.82 -2.77 -0.20 -0.248
P -2.0657 -2.5040 -6.0073 -1.67 4.93 -2.97 0.502
O -1.1652 -1.4693 -6.5372 0.47 -0.48 0.46 -0.245
O -3.6424 -2.1963 -6.2317 0.06 -0.48 -0.16 -0.265
C -4.1141 -0.8621 -6.0479 -0.19 0.11 0.36 -0.094
O -2.0528 -3.6388 -7.1775 0.53 -1.35 2.80 -0.206
C -2.8707 -4.8217 -7.0220 -0.16 -0.07 -0.24 -0.090
H -2.7148 -2.5657 -2.4911 0.02 0.05 -0.04 0.071
H -3.6320 -3.3964 -3.7607 0.01 0.02 -0.02 0.091
H -1.9683 -3.9148 -3.3707 -0.06 -0.03 0.08 0.069
H -3.3161 -0.1321 -6.1770 0.07 -0.08 -0.03 0.086
H -4.5503 -0.7551 -5.0530 0.03 0.03 0.01 0.084
H -4.8897 -0.6822 -6.7885 0.03 -0.08 -0.04 0.092
H -3.9200 -4.5709 -7.1721 0.03 0.08 0.07 0.087
H -2.7308 -5.2758 -6.0414 -0.01 -0.05 -0.02 0.079
H -2.5661 -5.5345 -7.7832 0.12 0.08 -0.01 0.091
```
Forces are in eV/Å.